[1]
{"formula": "C31H32BN6O4Sm", "method": "ωB97M-V/def2-TZVPD", "elements": ["Sm", "C", "C", "N", "C", "C", "C", "C", "C", "C", "C", "N", "C", "C", "N", "N", "H", "H", "H", "H", "H", "H", "H", "H", "H", "H", "H", "H", "H", "H", "H", "H", "H", "H", "O", "C", "C", "C", "C", "C", "C", "C", "N", "N", "C", "O", "C", "C", "C", "C", "C", "C", "H", "H", "H", "H", "H", "H", "H", "H", "H", "H", "O", "B", "O", "C", "C", "C", "C", "C", "C", "H", "H", "H", "H"], "coordinates": [[-0.177, 0.063, -0.515], [-3.108, 0.202, -2.363], [-2.074, 0.401, -3.504], [-0.894, 1.208, -3.040], [0.281, 1.120, -3.893], [0.929, -0.218, -3.774], [2.099, -0.445, -4.509], [2.853, -1.605, -4.247], [2.439, -2.505, -3.272], [1.238, -2.260, -2.677], [0.750, -3.280, -1.630], [0.409, -2.552, -0.402], [-2.205, -3.030, -0.410], [-2.476, -2.085, -1.557], [-2.580, -0.627, -1.265], [0.450, -1.152, -2.942], [-4.066, -0.238, -2.736], [-3.414, 1.141, -1.903], [-2.580, 0.930, -4.327], [-1.733, -0.605, -3.763], [-1.213, 2.159, -2.863], [0.950, 1.943, -3.729], [-0.071, 1.146, -4.980], [2.445, 0.261, -5.248], [3.793, -1.833, -4.770], [3.037, -3.400, -2.974], [1.590, -3.904, -1.454], [-0.143, -3.760, -1.997], [1.270, -2.267, 0.105], [-2.883, -2.902, 0.430], [-2.186, -4.068, -0.737], [-3.458, -2.431, -1.976], [-1.783, -2.226, -2.376], [-3.135, -0.478, -0.426], [2.017, -0.418, -0.391], [3.189, 0.141, -0.046], [4.252, -0.693, 0.416], [5.464, -0.103, 0.804], [5.685, 1.210, 0.416], [4.689, 2.049, -0.045], [3.339, 1.595, -0.053], [2.272, 2.522, 0.085], [1.041, 2.106, 0.367], [0.303, 2.890, 1.148], [-1.006, 2.531, 1.272], [-1.479, 1.501, 0.693], [-1.838, 3.325, 2.168], [-1.360, 4.496, 2.777], [-2.246, 5.217, 3.594], [-3.526, 4.805, 3.890], [-3.986, 3.598, 3.285], [-3.125, 2.891, 2.450], [4.083, -1.793, 0.452], [6.191, -0.742, 1.332], [6.714, 1.615, 0.541], [4.979, 2.999, -0.476], [2.518, 3.515, -0.234], [-0.333, 4.800, 2.638], [-1.834, 6.046, 4.165], [-4.209, 5.472, 4.442], [-5.014, 3.260, 3.562], [-3.536, 2.001, 1.929], [-0.926, -1.379, 1.163], [-0.844, -2.839, 0.347], [-0.803, -3.797, 1.474], [-0.652, -3.070, 2.620], [-0.243, -3.533, 3.853], [-0.216, -2.696, 4.979], [-0.683, -1.400, 4.887], [-0.800, -0.839, 3.588], [-0.736, -1.704, 2.488], [-0.048, -4.616, 3.927], [0.150, -3.160, 5.917], [-0.788, -0.723, 5.738], [-1.008, 0.217, 3.556]], "mulliken_spin": [2.9690, 0.0028, -0.0001, 0.0028, 0.0058, -0.0026, -0.0021, 0.0004, -0.0047, -0.0077, 0.0062, -0.0136, -0.0017, 0.0026, -0.0022, 0.0036, -0.0001, 0.0011, 0.0001, -0.0001, -0.0059, 0.0071, -0.0006, -0.0001, -0.0002, -0.0001, 0.0004, -0.0004, 0.0027, 0.0000, 0.0001, 0.0000, -0.0002, 0.0015, 0.0333, 0.2256, -0.1156, 0.2451, -0.0941, 0.1407, -0.0622, 0.5185, 0.4748, 0.2220, 0.1227, 0.1731, -0.0209, 0.0831, -0.0399, 0.0646, -0.0300, 0.0456, -0.0106, 0.0152, -0.0040, 0.0123, 0.0072, 0.0060, -0.0015, 0.0034, -0.0006, 0.0033, 0.0142, 0.0027, 0.0011, 0.0002, 0.0002, 0.0002, -0.0015, 0.0063, -0.0041, 0.0000, 0.0000, 0.0000, -0.0004], "max_force_ev_per_a": 5.05, "e_homo_ev": [-5.34, -7.33], "e_lumo_ha": [0.003, -0.055], "e_tot_ha": -2512.869451, "s_squared": 9.01, "multiplicity": 6}

***

[2]
{"formula": "C31H32BN8O4Zr", "method": "ωB97M-V/def2-TZVPD", "elements": ["Zr", "C", "C", "N", "C", "C", "N", "C", "C", "C", "C", "C", "N", "C", "C", "N", "C", "C", "N", "C", "C", "C", "N", "C", "C", "H", "H", "H", "H", "H", "H", "H", "H", "H", "H", "H", "H", "O", "C", "N", "C", "O", "C", "C", "C", "C", "N", "C", "H", "H", "H", "H", "H", "H", "H", "H", "C", "C", "C", "O", "B", "O", "C", "C", "C", "H", "H", "H", "H", "H", "H", "H", "H", "H", "H", "H", "H"], "coordinates": [[0.851, 0.738, -0.428], [0.141, 0.292, -4.848], [0.547, 0.734, -3.593], [0.132, 0.100, -2.491], [-0.676, -0.973, -2.619], [-1.034, -1.403, -3.890], [-0.635, -0.772, -4.987], [-1.078, -1.638, -1.354], [-1.951, -2.697, -1.286], [-2.265, -3.270, -0.041], [-1.659, -2.704, 1.092], [-0.800, -1.639, 0.954], [-0.505, -1.104, -0.252], [-0.120, -0.959, 2.083], [-0.206, -1.328, 3.417], [0.412, -0.651, 4.379], [1.136, 0.402, 4.036], [1.262, 0.794, 2.705], [0.631, 0.112, 1.744], [-3.186, -4.404, 0.068], [-3.358, -5.296, -0.992], [-4.235, -6.357, -0.831], [-4.943, -6.570, 0.275], [-4.782, -5.711, 1.279], [-3.919, -4.628, 1.235], [0.465, 0.810, -5.743], [1.208, 1.587, -3.482], [-1.654, -2.279, -4.032], [-2.424, -3.079, -2.179], [-1.853, -3.126, 2.068], [-0.783, -2.191, 3.725], [1.636, 0.959, 4.819], [1.863, 1.652, 2.421], [-2.799, -5.220, -1.915], [-4.372, -7.073, -1.632], [-5.374, -5.895, 2.167], [-3.876, -3.964, 2.088], [-6.044, 2.289, 3.248], [-4.806, 2.729, 3.731], [-3.853, 2.700, 2.615], [-3.089, 3.766, 2.288], [-2.964, 4.781, 2.932], [-2.257, 3.615, 1.029], [-2.069, 4.724, 0.206], [-1.260, 4.617, -0.914], [-0.619, 3.417, -1.144], [-0.728, 2.358, -0.318], [-1.565, 2.459, 0.743], [-6.691, 3.000, 3.287], [-4.470, 2.041, 4.507], [-4.823, 3.743, 4.126], [-4.093, 2.046, 1.885], [-2.554, 5.658, 0.465], [-1.109, 5.444, -1.592], [0.049, 3.310, -1.990], [-1.650, 1.590, 1.385], [5.603, 1.575, 0.552], [5.039, 1.394, -0.842], [6.079, 1.668, -1.906], [3.965, 2.420, -0.985], [2.799, 1.941, -0.624], [2.855, 0.398, -0.555], [4.293, 0.038, -1.054], [4.781, -1.097, -0.194], [4.094, -0.365, -2.494], [5.971, 2.594, 0.653], [6.438, 0.898, 0.726], [4.850, 1.406, 1.325], [6.562, 2.622, -1.706], [5.650, 1.700, -2.904], [6.850, 0.895, -1.880], [4.741, -0.865, 0.867], [5.823, -1.297, -0.453], [4.221, -2.010, -0.395], [3.727, 0.456, -3.110], [3.410, -1.213, -2.556], [5.046, -0.693, -2.914]], "lowdin_charge": [1.8957, -0.0338, -0.0592, -0.0212, -0.1517, 0.0003, 0.1633, -0.1690, 0.0933, -0.0707, 0.0937, -0.1735, 0.0018, -0.1613, -0.0008, 0.1625, -0.0326, -0.0443, -0.0326, -0.1739, 0.0064, -0.0890, 0.1159, -0.0898, 0.0053, 0.1414, 0.1252, 0.1382, 0.1265, 0.1264, 0.1384, 0.1416, 0.1297, 0.1162, 0.1269, 0.1266, 0.1155, -0.0097, -0.2169, 0.0967, -0.4560, 0.1273, -0.0741, 0.0817, 0.0237, -0.1103, -0.1135, -0.0620, 0.1096, 0.1313, 0.1381, 0.1406, 0.1530, 0.1375, 0.1071, 0.1149, 0.0115, -0.4351, 0.0237, 0.1223, -0.4937, -0.2636, -0.3853, 0.0135, 0.0006, 0.1170, 0.1133, 0.0949, 0.1149, 0.0973, 0.1180, 0.0961, 0.1252, 0.1045, 0.0965, 0.1012, 0.1206], "max_force_ev_per_a": 0.63, "e_homo_ev": -16.39, "e_lumo_ha": -0.385, "e_tot_ha": -2010.639925, "charge": 3}

***

[3]
{"formula": "C31H32BrNO3PSbW", "method": "ωB97M-V/def2-TZVPD", "elements": ["W", "O", "C", "C", "C", "C", "C", "C", "C", "P", "C", "C", "C", "C", "C", "C", "C", "C", "C", "C", "C", "C", "H", "H", "H", "H", "H", "H", "H", "H", "H", "H", "H", "H", "H", "H", "C", "C", "Sb", "C", "C", "C", "C", "H", "H", "H", "H", "H", "H", "H", "H", "H", "H", "H", "H", "H", "H", "H", "Br", "C", "C", "N", "C", "C", "C", "C", "O", "O", "H", "H", "H"], "coordinates": [[-0.566, 0.476, 0.482], [-2.290, 1.632, -0.330], [-1.189, 1.865, -0.826], [-0.589, 2.733, -1.811], [-1.175, 3.831, -2.425], [-0.408, 4.559, -3.327], [0.898, 4.176, -3.608], [1.480, 3.063, -2.997], [0.736, 2.352, -2.079], [1.251, 0.829, -1.217], [1.551, 1.243, 0.523], [1.751, 2.527, 1.083], [2.003, 2.653, 2.427], [2.048, 1.520, 3.260], [1.874, 0.259, 2.738], [1.611, 0.075, 1.362], [2.830, 0.265, -1.841], [4.020, 0.744, -1.292], [5.226, 0.347, -1.849], [5.244, -0.521, -2.934], [4.059, -1.000, -3.477], [2.847, -0.610, -2.930], [-2.196, 4.111, -2.200], [-0.833, 5.423, -3.820], [1.477, 4.750, -4.320], [2.493, 2.769, -3.244], [1.695, 3.402, 0.446], [2.171, 3.635, 2.851], [2.254, 1.639, 4.316], [1.983, -0.610, 3.375], [1.846, -0.892, 0.927], [4.015, 1.418, -0.446], [6.155, 0.713, -1.432], [6.191, -0.828, -3.360], [4.079, -1.675, -4.322], [1.921, -0.981, -3.355], [-3.586, -0.748, -2.555], [-3.498, -1.537, -1.253], [-1.495, -1.825, -0.624], [-1.572, -3.389, 0.802], [-2.617, -4.456, 0.476], [-0.537, -2.576, -2.353], [-1.222, -3.806, -2.944], [-4.623, -0.692, -2.888], [-3.016, -1.215, -3.359], [-3.231, 0.277, -2.436], [-3.923, -2.535, -1.356], [-4.012, -1.039, -0.431], [-1.783, -2.894, 1.748], [-0.565, -3.802, 0.861], [-3.622, -4.040, 0.431], [-2.619, -5.216, 1.259], [-2.417, -4.963, -0.466], [0.497, -2.777, -2.068], [-0.524, -1.739, -3.055], [-1.124, -4.672, -2.290], [-0.768, -4.070, -3.899], [-2.285, -3.638, -3.126], [-1.756, -2.180, 7.263], [-1.526, -0.593, 6.299], [-1.300, 0.606, 6.974], [-1.139, 1.777, 6.357], [-1.186, 1.786, 5.032], [-1.389, 0.633, 4.278], [-1.573, -0.588, 4.923], [-1.364, 0.714, 2.829], [-0.932, 1.728, 2.179], [-1.702, -0.285, 2.083], [-1.247, 0.613, 8.056], [-1.066, 2.746, 4.542], [-1.745, -1.497, 4.363]], "mulliken_spin": [1.5742, 0.1399, -0.0835, 0.0241, 0.0063, -0.0013, 0.0021, -0.0024, -0.0001, 0.0142, -0.0965, 0.1669, 0.0233, 0.0681, 0.0486, 0.0558, -0.0009, -0.0062, -0.0001, -0.0018, 0.0004, -0.0045, 0.0002, -0.0002, -0.0001, 0.0007, 0.0083, 0.0014, 0.0035, 0.0015, 0.0404, 0.0038, -0.0003, -0.0001, 0.0003, -0.0020, 0.0065, 0.0047, -0.1175, 0.0007, -0.0003, 0.0125, -0.0012, 0.0006, -0.0001, 0.0004, -0.0002, 0.0005, 0.0076, 0.0035, 0.0005, -0.0004, -0.0001, 0.0023, 0.0046, 0.0003, 0.0005, 0.0002, 0.0000, -0.0011, 0.0016, -0.0003, 0.0022, -0.0123, 0.0017, 0.0683, 0.0207, 0.0087, 0.0001, 0.0006, 0.0005], "max_force_ev_per_a": 0.97, "e_homo_ev": [-13.57, -13.97], "e_lumo_ha": [-0.246, -0.277], "e_tot_ha": -4703.110868, "s_squared": 2.03, "multiplicity": 3, "charge": 2}